No. 1
18
Properties=species:S:1:pos:R:3:forces:R:3 method="wB97M-V/def2-TZVPD" gap_ha=0.343 total_charge=+1 e_above_lowest_kcal_mol=74.1
O -1.006 -1.806 0.450 -1.644 1.235 0.889
N -1.604 0.565 -0.897 0.656 4.417 -1.387
N -0.411 0.830 1.476 -1.082 0.975 1.205
C 0.105 -1.182 0.207 7.435 1.096 -2.024
C 0.099 0.355 0.321 -0.672 -1.297 0.741
C 1.442 -1.725 -0.078 -5.967 -0.241 2.376
C 1.159 1.174 -0.395 0.846 0.360 1.475
H -1.292 0.469 1.959 2.009 0.028 -1.214
H -1.395 0.297 -1.839 0.317 -0.079 -0.784
H -0.212 1.795 1.818 0.011 -1.161 -0.889
H -0.927 -2.726 0.324 0.186 -1.997 -0.160
H 1.643 -2.758 0.267 -0.230 0.560 -0.740
H -2.034 1.603 -0.993 0.941 -3.410 0.661
H 1.952 0.667 -0.930 -0.498 -0.507 -0.118
H 0.709 1.865 -1.049 -0.804 0.633 -0.981
H -2.208 -0.132 -0.587 -1.823 -0.937 1.006
H 1.725 1.840 0.288 -0.524 -0.509 0.190
H 2.257 -1.130 -0.342 0.844 0.833 -0.245

---

No. 2
61
Properties=species:S:1:pos:R:3:forces:R:3 method="wB97M-V/def2-TZVPD" gap_ha=0.286
Zn 0.339 -0.486 -0.252 0.032 -0.229 0.196
F 0.132 -3.349 -0.458 0.035 0.000 0.032
F 1.322 -2.849 1.283 0.019 0.011 0.063
F -0.832 -2.682 1.361 0.005 -0.126 0.001
N -1.821 3.965 -0.917 -0.032 0.074 0.052
N 2.726 -0.653 0.100 0.011 -0.021 -0.066
N 0.920 0.871 1.376 -0.274 0.399 -0.165
N -1.937 0.037 -0.110 -0.130 0.020 0.079
N 0.026 1.789 1.907 0.160 -0.496 0.043
N -0.036 2.587 -0.285 -0.014 0.083 0.045
C 3.040 -0.162 1.301 -0.211 0.276 0.040
C 2.081 0.818 1.868 0.378 -0.266 -0.047
C -4.093 0.655 0.824 -0.157 0.111 -0.026
C -2.385 3.988 0.356 -0.049 0.052 -0.152
C -4.935 0.749 1.958 0.020 -0.009 -0.099
C -1.795 0.458 -3.760 0.012 0.024 -0.065
C -2.336 0.400 -1.311 0.103 -0.014 -0.118
C -3.479 3.926 2.896 -0.009 0.039 -0.056
C 4.186 -0.524 1.983 0.144 -0.048 0.058
C -3.212 -0.262 3.297 -0.133 0.066 0.043
C -4.504 0.302 3.173 0.109 -0.074 0.024
C -2.800 0.120 0.953 0.222 -0.106 -0.053
C 3.540 -1.542 -0.453 -0.065 0.047 0.065
C -0.524 2.525 1.011 -0.417 0.207 -0.127
C 4.711 -1.969 0.158 0.015 -0.032 -0.037
C 0.240 -2.407 0.543 0.029 -0.020 -0.137
C -1.361 0.279 -2.445 -0.136 0.109 0.192
C 5.036 -1.451 1.398 0.006 0.023 0.053
C 0.877 0.026 -3.221 -0.031 0.008 0.007
C -0.014 0.020 -2.145 0.014 -0.006 -0.070
C -4.107 4.646 1.876 -0.006 -0.023 0.065
C -2.378 -0.349 2.221 0.061 0.109 -0.048
C -1.743 3.275 1.361 0.233 0.033 0.085
C -0.886 0.435 -4.806 0.048 -0.013 0.037
C 0.463 0.241 -4.531 -0.057 0.024 0.035
C -3.569 4.680 0.608 -0.007 -0.033 -0.017
C -0.689 3.270 -1.154 0.032 -0.112 -0.053
C -3.636 0.948 -1.515 0.055 -0.009 -0.071
C -2.308 3.246 2.637 0.015 -0.024 0.000
C -4.487 1.085 -0.467 -0.080 -0.022 0.104
H -2.883 -0.637 4.258 -0.012 0.014 -0.008
H -1.228 0.559 -5.825 0.008 0.010 -0.002
H -3.915 3.896 3.886 -0.005 -0.007 -0.013
H 5.343 -2.697 -0.331 -0.006 0.010 0.004
H -3.933 1.276 -2.500 -0.013 -0.013 0.029
H 1.186 0.245 -5.339 -0.005 -0.013 0.003
H -2.265 4.464 -1.669 -0.007 -0.034 0.007
H 4.398 -0.099 2.956 0.003 -0.007 -0.019
H -5.028 5.179 2.078 0.010 -0.010 0.008
H 1.935 -0.138 -3.035 -0.023 -0.023 -0.016
H -1.812 2.664 3.401 0.003 0.003 0.016
H 3.236 -1.933 -1.418 -0.003 -0.007 0.013
H 5.936 -1.768 1.909 -0.008 0.005 -0.010
H -1.401 -0.800 2.306 -0.010 0.073 0.009
H -5.475 1.509 -0.607 0.019 0.013 0.017
H -0.338 3.291 -2.182 0.041 0.005 0.024
H -5.926 1.172 1.840 0.006 0.007 -0.005
H -5.149 0.367 4.040 0.001 -0.008 -0.002
H -2.846 0.587 -3.992 0.036 0.017 -0.014
H -4.059 5.227 -0.189 0.020 -0.005 0.007
H 2.390 1.490 2.666 -0.008 -0.062 0.039

---

No. 3
17
Properties=species:S:1:pos:R:3:forces:R:3 method="wB97M-V/def2-TZVPD" gap_ha=0.352 smiles="P[PH]#[PH2].C=CC" e_above_lowest_kcal_mol=17.4
P 2.411 -1.044 -0.074 0.400 -1.015 1.314
P 2.334 0.992 0.782 0.757 0.463 -0.596
P 4.639 -0.936 -0.225 0.063 -0.428 1.227
C -1.411 0.390 -0.744 -0.035 -0.740 -0.500
C -2.672 0.679 -0.481 -0.862 0.435 -0.402
C -3.646 -0.126 0.339 3.418 -2.217 0.373
H -4.021 0.436 1.122 -0.648 1.339 1.763
H 2.487 -1.839 1.207 -0.231 0.925 -1.304
H 4.642 0.369 -0.661 0.064 0.691 -0.397
H -3.070 1.573 -0.954 -0.130 0.190 0.264
H -1.100 -0.619 -0.448 0.631 0.579 0.001
H 4.859 -1.481 -1.468 -0.079 -0.368 -0.878
H -0.814 1.031 -1.419 -0.240 -0.610 0.625
H -3.073 -1.031 0.833 -1.189 1.581 -1.008
H -4.496 -0.486 -0.162 -0.943 -0.566 -1.134
H 1.858 0.827 2.055 -0.277 -0.480 0.972
H 1.073 1.265 0.297 -0.697 0.221 -0.320

---

No. 4
96
Properties=species:S:1:pos:R:3:forces:R:3 method="wB97M-V/def2-TZVPD" gap_ha=0.255 total_charge=-1 e_above_lowest_kcal_mol=2.9
Sr -1.636 -0.760 -0.885 0.147 -0.321 0.155
S -0.831 -1.851 1.808 -0.024 -0.169 0.049
S -0.098 1.285 -2.523 -0.214 -0.251 0.090
S -2.308 3.253 0.551 0.068 0.197 -0.039
S 3.350 -1.407 -1.839 -0.029 -0.048 -0.118
S -0.636 -3.489 -1.686 0.151 -0.038 -0.067
F -1.026 -6.481 -0.584 -0.014 -0.002 -0.026
F -1.219 -6.470 -2.740 -0.008 0.003 0.019
F -2.626 -7.571 -1.534 0.033 0.009 -0.005
O -3.955 0.211 -0.650 -0.090 0.155 -0.046
O -1.071 3.713 -0.021 -0.035 -0.065 -0.014
O -2.582 3.663 1.907 -0.032 -0.009 -0.006
N 1.817 1.199 -0.548 0.188 -0.061 0.033
N 0.540 0.439 1.486 0.021 0.222 -0.002
N 2.528 -0.902 0.681 -0.032 -0.090 0.131
N -0.752 0.534 3.253 0.053 -0.031 0.002
N 3.989 -2.533 0.602 -0.044 0.005 0.047
N 2.142 2.762 -2.040 0.046 0.044 0.086
N -3.163 -2.861 -1.410 -0.008 0.091 0.096
N -2.512 1.652 0.366 -0.096 -0.094 0.025
C 3.278 -1.655 -0.176 0.102 0.128 0.162
C -1.912 -6.411 -1.591 -0.012 -0.042 0.008
C 2.811 -1.277 1.979 -0.054 0.072 -0.067
C -2.816 -5.218 -1.501 0.038 0.014 0.048
C -4.469 -3.071 -1.300 0.044 -0.039 0.002
C 2.992 1.848 -0.230 -0.082 -0.049 -0.023
C 3.719 -2.263 1.942 -0.022 -0.121 -0.047
C 1.956 3.712 -3.170 -0.044 0.056 -0.059
C 4.288 -4.447 -0.952 -0.101 0.003 0.066
C 1.304 1.744 -1.673 0.084 0.193 0.038
C -2.920 1.262 4.105 0.010 0.016 -0.034
C -0.349 -0.275 2.230 -0.043 0.245 -0.133
C 0.668 4.508 -2.955 0.022 0.032 -0.011
C 3.192 2.819 -1.133 -0.042 0.026 -0.090
C -4.327 2.581 -0.866 0.010 0.102 0.051
C 0.662 1.706 2.030 -0.063 -0.029 -0.010
C -3.683 3.737 -0.476 0.004 -0.153 0.063
C -4.178 -5.414 -1.402 0.083 -0.017 -0.005
C 5.276 -4.496 1.308 0.049 0.073 0.030
C -5.039 -4.329 -1.302 -0.069 0.017 0.004
C -2.246 -1.092 4.498 0.078 -0.020 -0.028
C 6.194 -2.896 -0.382 -0.030 0.001 -0.069
C 3.125 4.698 -3.198 -0.005 -0.055 0.027
C -5.244 5.045 -1.677 -0.004 -0.025 -0.002
C -1.731 0.335 4.362 -0.087 0.030 0.012
C -0.130 1.770 3.109 -0.038 -0.082 0.037
C 1.951 2.951 -4.498 0.005 -0.057 0.026
C -2.282 -3.896 -1.515 -0.262 0.105 -0.154
C 4.928 -3.580 0.134 0.134 -0.017 -0.044
C -4.117 4.986 -0.864 0.030 0.043 0.020
C -1.021 0.707 5.667 0.012 0.023 -0.001
C -3.608 1.371 -0.349 0.163 -0.039 -0.084
C -5.446 2.633 -1.675 -0.024 0.015 -0.013
C -5.900 3.883 -2.077 -0.001 0.001 0.002
B 1.330 -0.045 0.229 -0.170 -0.041 -0.172
H -5.615 6.006 -2.011 0.011 0.010 0.009
H -1.440 -1.802 4.672 0.001 -0.023 -0.021
H 4.949 -5.291 -1.159 0.007 0.009 -0.007
H -0.712 1.751 5.687 0.001 -0.014 0.020
H -2.792 -1.413 3.617 -0.013 -0.016 -0.009
H -2.618 2.302 3.994 0.004 0.004 0.001
H 0.664 -0.715 -0.504 0.149 0.024 0.028
H 3.172 5.296 -2.288 0.020 0.002 0.004
H 4.160 -2.815 2.748 -0.003 -0.004 -0.001
H 3.603 1.534 0.597 -0.004 -0.004 0.012
H 3.998 3.519 -1.216 0.021 0.027 -0.016
H -6.772 3.958 -2.714 0.000 0.005 0.001
H -3.628 1.188 4.933 0.004 -0.030 0.001
H 3.326 -4.834 -0.611 0.004 -0.012 0.000
H -6.109 -4.459 -1.219 0.003 0.002 0.001
H 2.320 -0.829 2.824 -0.013 -0.003 0.003
H 5.942 -2.244 -1.219 0.025 0.002 0.023
H -0.349 2.600 3.753 0.006 0.009 -0.021
H 4.080 4.195 -3.354 0.011 -0.007 0.005
H 4.121 -3.887 -1.866 -0.016 0.029 -0.014
H -2.920 -1.107 5.358 0.021 0.020 0.007
H 1.061 2.336 -4.597 0.034 -0.013 -0.006
H -4.567 -6.423 -1.400 -0.011 0.003 0.002
H -0.195 3.854 -2.868 0.005 -0.001 -0.006
H 6.917 -3.642 -0.719 -0.008 -0.018 0.012
H 1.253 2.475 1.570 0.009 -0.005 -0.002
H -0.140 0.079 5.808 0.003 0.007 0.011
H 0.741 5.098 -2.040 -0.017 -0.001 0.002
H -3.594 5.881 -0.552 -0.016 0.011 -0.009
H 5.866 -5.331 0.930 0.004 0.009 -0.014
H -5.937 1.721 -1.987 0.013 -0.011 0.010
H 1.989 3.663 -5.325 -0.013 0.029 0.017
H -5.075 -2.176 -1.202 -0.002 0.005 0.001
H 4.374 -4.898 1.772 0.016 -0.043 -0.006
H 6.650 -2.297 0.410 0.012 -0.008 0.002
H 2.828 2.302 -4.555 -0.003 0.001 -0.026
H 2.966 5.376 -4.037 -0.009 0.009 0.018
H -1.701 0.543 6.504 -0.006 0.003 -0.006
H -3.420 0.972 3.181 -0.012 0.010 -0.007
H 0.521 5.184 -3.801 0.006 0.004 0.009
H 5.876 -3.989 2.066 -0.038 0.020 0.012

---

no.,M (g/mol)
1,103.1
2,587.9
3,140.0
4,925.5